41
Properties=species:S:1:pos:R:3:forces:R:3:mulliken_charge:R:1 method="wB97M-V/def2-TZVPD" total_charge=-1 gap_ha=0.3168
C 4.021 20.227 16.120 3.3 2.4 1.9 -1.755
C 2.618 19.893 15.948 0.6 -0.6 1.0 -0.478
O 2.614 18.753 15.204 -1.2 -0.7 -0.4 -0.167
H 4.261 20.882 16.987 -0.6 0.2 -0.2 0.376
H 4.423 20.817 15.300 0.2 -0.5 -0.4 0.358
H 4.702 19.412 16.404 -0.4 -0.3 -0.8 0.308
H 2.141 20.719 15.471 -0.7 1.0 -0.4 0.690
H 2.227 19.828 16.981 -0.7 -0.4 0.0 0.451
O 1.062 19.663 13.236 -0.2 1.6 -1.3 -0.869
H 0.389 19.002 13.292 -0.2 -1.1 -0.1 0.193
H 1.716 19.532 13.932 0.6 -1.1 0.6 0.615
O 0.964 17.161 16.893 -0.6 3.2 0.1 -0.718
H 1.573 17.704 16.316 -0.4 -0.9 0.2 0.354
H 1.188 16.273 16.848 1.1 -2.4 -0.3 0.298
O 0.988 22.192 12.137 2.4 2.4 -0.6 -0.673
H 1.247 21.520 12.724 0.8 -1.7 1.2 0.395
H 0.116 21.975 12.008 -3.3 -0.6 -0.7 0.247
O 1.566 16.766 13.584 -0.9 -2.1 -2.3 -0.689
H 1.730 17.507 14.100 0.8 2.2 1.9 0.185
H 1.512 16.024 14.177 0.1 -0.3 0.4 0.307
O 4.511 16.430 13.098 -0.5 -1.5 -2.3 -0.641
H 4.167 16.765 13.893 -0.8 0.5 2.0 0.370
H 5.385 16.747 13.031 1.4 0.6 0.0 0.269
O 4.159 19.431 13.032 1.6 1.6 1.8 -0.802
H 3.869 19.203 13.964 -0.4 -0.3 -1.4 0.251
H 3.662 18.974 12.394 -1.2 -1.3 -0.8 0.346
O 4.167 16.734 15.856 1.5 -0.1 0.2 -0.664
H 3.875 17.648 15.876 -1.4 0.4 -0.4 -0.014
H 5.112 16.938 15.999 -0.2 -0.9 0.0 0.394
O 4.195 22.234 12.280 1.0 1.8 -0.6 -0.632
H 3.463 22.690 12.684 -0.5 -0.3 0.1 0.284
H 4.122 21.300 12.368 -0.5 -1.5 0.6 0.410
O -0.296 19.844 15.589 -2.3 0.1 -0.1 -0.724
H 0.455 19.903 16.131 1.2 0.0 1.3 0.326
H 0.071 19.824 14.714 0.1 0.3 -0.5 0.475
O 6.806 17.893 15.757 0.6 -0.3 1.3 -0.565
H 7.030 18.229 14.915 -0.3 0.6 -1.9 0.266
H 7.661 18.015 16.186 -0.2 -0.2 0.6 0.256
O 3.986 17.766 18.637 0.3 -0.9 1.4 -0.607
H 3.205 17.841 19.183 -0.3 -0.5 0.5 0.313
H 3.792 18.458 18.047 0.0 1.4 -1.7 0.263


42
Properties=species:S:1:pos:R:3:forces:R:3:mulliken_charge:R:1 method="wB97M-V/def2-TZVPD" total_charge=0 gap_ha=0.3714
C -2.171 -2.466 -0.718 -0.1 0.1 -0.3 -0.413
C -1.445 -1.828 -1.651 -0.3 1.8 2.5 -0.220
H -2.494 -3.514 -0.780 0.5 0.4 -0.1 0.242
H -2.528 -1.963 0.196 0.2 -0.1 -0.7 0.051
H -0.923 -2.290 -2.453 0.0 -0.3 -0.7 0.338
H -1.238 -0.716 -1.435 -0.1 -1.8 -0.6 -0.020
H -3.596 1.719 -0.720 2.6 2.3 -1.4 0.325
H -2.835 2.995 -1.735 -0.9 -1.2 1.0 0.325
O -2.742 2.184 -1.173 -2.2 -1.0 0.8 -0.710
H 0.821 1.170 1.542 1.3 0.4 -0.9 0.346
H 0.324 1.359 2.917 0.2 1.1 1.6 0.251
O 0.153 0.877 2.142 -1.7 -1.4 -0.3 -0.548
H -2.350 0.500 2.119 0.7 -2.5 1.2 0.336
H -3.397 -0.245 2.907 0.9 -0.8 -0.3 0.336
O -2.542 -0.463 2.450 -1.0 3.4 -0.4 -0.730
H -0.737 -1.674 2.724 -1.6 0.1 0.2 0.264
H 0.601 -1.033 2.653 -1.3 -2.3 -1.0 0.341
O 0.120 -1.925 2.428 2.6 2.2 0.7 -0.677
H 2.813 -2.519 1.286 -1.7 -5.6 2.0 0.290
H 2.606 -1.017 1.607 0.9 -1.7 -1.2 0.261
O 2.988 -1.716 0.981 1.0 7.8 0.3 -0.631
H 3.097 1.900 1.449 3.1 1.8 1.9 0.226
H 2.247 2.096 0.179 0.3 1.4 -1.5 0.355
O 2.419 1.586 0.953 -3.1 -2.9 -0.8 -0.572
H 3.456 -1.231 -1.663 8.6 3.4 -2.5 0.235
H 2.596 -1.398 -0.463 0.5 -0.8 -1.0 0.545
O 2.700 -1.533 -1.453 -9.1 -3.2 2.7 -0.711
H 1.150 0.408 -3.025 -2.4 -1.1 -2.5 0.259
H 1.765 0.071 -1.746 0.4 -1.5 0.9 0.326
O 1.767 0.706 -2.436 1.9 2.7 1.1 -0.631
H -3.418 0.245 0.963 -1.9 0.8 -0.8 0.463
H -4.675 0.298 0.045 -0.3 -0.3 0.1 0.355
O -4.221 0.823 0.711 1.5 -0.9 0.0 -0.746
H -1.023 2.713 -1.142 0.5 0.3 -0.7 0.423
H -0.897 2.522 -2.623 0.0 -0.1 -0.3 0.273
O -0.510 3.044 -1.921 -0.7 0.0 0.8 -0.663
H 1.040 -3.551 -0.446 -0.4 0.5 -2.0 0.290
H 0.580 -2.850 0.917 0.1 -0.4 -0.6 0.400
O 1.113 -3.545 0.474 0.1 -0.4 2.7 -0.629
H 1.661 2.340 -1.770 -1.3 -0.7 -0.9 0.455
H 1.357 3.831 -1.189 -1.4 0.1 -0.3 0.294
O 1.968 3.161 -1.419 3.5 0.6 1.4 -0.703


8
Properties=species:S:1:pos:R:3:forces:R:3:mulliken_charge:R:1 method="wB97M-V/def2-TZVPD" total_charge=+1 gap_ha="0.1933 / 0.1927" spin_multiplicity=2
H -2.950 0.995 -1.771 0.0 0.0 0.0 0.011
O 2.137 0.137 0.316 1.6 -0.3 0.0 -0.550
C 0.955 0.186 0.384 -1.8 0.7 0.1 0.487
C -0.356 0.384 0.383 0.4 -0.7 -0.4 -0.392
O -1.276 -0.475 -0.033 -0.6 -0.9 -0.1 -0.594
Na 4.338 0.010 0.427 -0.3 0.1 0.0 1.054
H -0.635 1.399 0.710 0.0 -0.3 0.1 0.221
Ag -2.213 -2.635 -0.416 0.7 1.5 0.4 0.762


8
Properties=species:S:1:pos:R:3:forces:R:3:mulliken_charge:R:1 method="wB97M-V/def2-TZVPD" total_charge=-1 gap_ha="0.3223 / 0.3036"
B 0.348 -0.477 -0.858 0.1 0.0 0.1 0.163
C -0.469 0.626 -0.079 -8.2 4.4 -2.7 0.012
C 0.137 0.162 1.174 0.3 0.1 1.7 0.765
O 0.738 -0.882 0.636 0.2 -0.3 -0.2 -0.477
O -1.922 1.467 -0.342 7.5 -4.1 1.7 -0.558
O 0.176 0.526 2.325 -0.1 0.1 -0.1 -0.633
H -0.311 -1.311 -1.394 -0.2 -0.3 -0.2 -0.131
H 1.303 -0.110 -1.463 0.4 0.1 -0.3 -0.142